# 1
{
  "formula": "C55H60F10I2N2O4P",
  "method": "the ωB97M-V functional and the def2-TZVPD basis",
  "total_charge": 1,
  "de_lowest_kj_mol": 172.9,
  "homo_lumo_gap_ev": 7.64,
  "symbols": ["C", "C", "N", "C", "C", "C", "C", "C", "C", "C", "O", "C", "O", "C", "C", "I", "C", "C", "I", "C", "C", "C", "C", "C", "N", "C", "C", "C", "C", "C", "F", "F", "C", "F", "F", "F", "P", "O", "O", "H", "H", "H", "H", "H", "H", "H", "H", "H", "H", "H", "H", "H", "H", "H", "H", "H", "H", "H", "H", "H", "H", "H", "H", "H", "H", "H", "H", "H", "H", "H", "H", "H", "H", "H", "F", "C", "C", "C", "C", "C", "C", "H", "H", "H", "H", "H", "F", "C", "C", "C", "C", "C", "C", "H", "H", "H", "H", "H", "F", "C", "C", "C", "C", "C", "C", "H", "H", "H", "H", "H", "F", "C", "C", "C", "C", "C", "C", "H", "H", "H", "H", "H", "F", "C", "C", "C", "C", "C", "C", "H", "H", "H", "H", "H"],
  "coordinates": [[-0.37882, -1.37349, -4.22677], [-0.63765, -2.06484, -3.12173], [-0.42987, -1.43268, -1.79695], [0.92531, -1.87566, -1.17615], [1.91584, -2.57395, -2.06452], [3.10247, -3.01221, -1.15718], [3.77774, -1.86345, -0.39481], [4.71774, -1.00557, -1.29624], [5.87525, -0.42783, -0.44171], [7.27364, -0.69621, -1.07500], [7.80740, 0.50631, -1.60818], [8.35925, 1.33521, -0.60381], [0.53179, -2.49769, -0.00587], [-0.86787, -2.80093, 0.09721], [-1.26922, -2.95179, 1.57356], [-3.06452, -2.08282, 2.37417], [-0.51021, -3.65610, 2.41698], [0.75351, -4.37416, 2.02450], [-0.97893, -3.91018, 4.47872], [-1.07021, -4.23316, -0.54270], [-2.27163, -4.86574, -0.36070], [-2.45766, -6.14073, -0.88082], [-1.36764, -6.65920, -1.55879], [-0.23670, -5.91285, -1.67791], [-0.00208, -4.69802, -1.18040], [-1.47660, -1.60966, -0.75085], [-1.35007, -0.26844, 0.05372], [-2.32164, 0.87578, -0.29514], [-2.11276, 1.49775, -1.70030], [-3.33868, 2.29401, -2.16324], [-3.07685, 3.04244, -3.23936], [-4.26526, 1.36498, -2.56130], [-4.02637, 3.14461, -1.05468], [-4.95976, 2.45390, -0.39787], [-4.69462, 4.13665, -1.67974], [-3.17810, 3.74103, -0.22432], [-3.17081, -1.71094, -1.61461], [-4.39087, -1.67069, -0.52779], [-3.31207, -3.13338, -2.42265], [-1.08367, -1.36203, -5.05336], [0.52670, -0.76932, -4.33722], [-1.00156, -3.08299, -3.18931], [-0.23549, -0.47144, -2.07030], [1.37983, -0.90889, -0.92147], [2.34118, -1.93309, -2.83970], [1.54750, -3.50487, -2.49109], [2.73351, -3.78110, -0.47417], [3.87587, -3.48461, -1.76646], [3.09574, -1.24470, 0.19550], [4.44478, -2.33428, 0.33314], [5.16302, -1.73439, -1.97849], [4.14068, -0.23946, -1.81561], [5.91698, -0.82392, 0.57309], [5.69581, 0.64066, -0.34376], [7.19578, -1.40719, -1.89922], [7.94869, -1.12614, -0.32357], [7.63271, 1.62584, 0.16099], [8.65832, 2.25600, -1.10726], [9.23577, 0.85799, -0.15226], [1.55745, -3.68516, 1.76417], [0.62685, -5.06705, 1.19375], [1.13314, -4.95782, 2.86228], [-3.08272, -4.38551, 0.17354], [-3.39082, -6.65102, -0.74592], [-1.41019, -7.64893, -1.99293], [0.58553, -6.34842, -2.24387], [-0.34570, 0.15758, -0.04944], [-1.46070, -0.43924, 1.12149], [-2.06176, 1.68592, 0.39293], [-3.36719, 0.65866, -0.08884], [-1.27755, 2.20359, -1.68058], [-1.99327, 0.72867, -2.46553], [-5.04057, -1.04235, -0.87494], [-4.25167, -3.34556, -2.52557], [-10.18742, 3.84558, 3.23174], [-9.47981, 3.97518, 2.09532], [-9.97084, 4.77670, 1.08377], [-9.23646, 4.91199, -0.08514], [-8.03032, 4.23942, -0.23192], [-7.55425, 3.43418, 0.79379], [-8.28026, 3.30346, 1.96970], [-10.91631, 5.28622, 1.21442], [-9.60600, 5.54261, -0.88264], [-7.46148, 4.34405, -1.14703], [-6.62013, 2.90900, 0.67854], [-7.92291, 2.68754, 2.78468], [6.13166, 1.10498, 2.01626], [5.16481, 1.93524, 2.45871], [4.87327, 1.97036, 3.80736], [3.88172, 2.82859, 4.26028], [3.19106, 3.63014, 3.36061], [3.49492, 3.57840, 2.00686], [4.49270, 2.72886, 1.54916], [5.41818, 1.33329, 4.49192], [3.64895, 2.87279, 5.31536], [2.41638, 4.29664, 3.71656], [2.95522, 4.20120, 1.30531], [4.75066, 2.68138, 0.49872], [2.44093, -0.21915, -4.80262], [2.55326, 0.55656, -5.91808], [1.48458, 0.65286, -6.78514], [1.60658, 1.44850, -7.91529], [2.79278, 2.12392, -8.16452], [3.85766, 2.00932, -7.28130], [3.73771, 1.22343, -6.14470], [0.57024, 0.11236, -6.57946], [0.77558, 1.54008, -8.60143], [2.88694, 2.74017, -9.04847], [4.78381, 2.53218, -7.47720], [4.55360, 1.12765, -5.43980], [5.69927, 3.54159, 6.89101], [5.98539, 4.82949, 6.60004], [6.05213, 5.75159, 7.62464], [6.35146, 7.07234, 7.32229], [6.56920, 7.45365, 6.00470], [6.49283, 6.51237, 4.98725], [6.20363, 5.18883, 5.28584], [5.87211, 5.43613, 8.64400], [6.41462, 7.80468, 8.11588], [6.79863, 8.48522, 5.77219], [6.65821, 6.80844, 3.95982], [6.14863, 4.43953, 4.50776], [-5.94676, -6.11588, 0.83134], [-6.79512, -5.36757, 1.56790], [-8.14060, -5.67042, 1.54678], [-9.01324, -4.90645, 2.30664], [-8.53088, -3.84948, 3.06549], [-7.17387, -3.55913, 3.06891], [-6.29263, -4.32554, 2.31853], [-8.49701, -6.49448, 0.94254], [-10.07005, -5.13625, 2.30629], [-9.21386, -3.25232, 3.65486], [-6.79872, -2.73243, 3.65833], [-5.22592, -4.10523, 2.32587]]
}

---

# 2
{
  "formula": "C55H61ClGe2IrNO3S4",
  "method": "the ωB97M-V functional and the def2-TZVPD basis",
  "total_charge": 1,
  "multiplicity": 2,
  "s2": 0.805,
  "homo_lumo_gap_ev": [5.32, 5.50],
  "symbols": ["Ir", "C", "C", "C", "C", "C", "C", "C", "C", "C", "C", "C", "C", "C", "C", "C", "Ge", "S", "S", "Ge", "S", "S", "C", "C", "C", "C", "C", "C", "C", "C", "C", "C", "C", "C", "C", "C", "C", "C", "C", "C", "C", "C", "C", "C", "C", "C", "C", "C", "C", "C", "C", "C", "C", "C", "C", "H", "H", "H", "H", "H", "H", "H", "H", "H", "H", "H", "H", "H", "H", "H", "H", "H", "H", "H", "H", "H", "H", "H", "H", "H", "H", "H", "H", "H", "H", "H", "H", "H", "H", "H", "H", "H", "H", "H", "H", "H", "H", "H", "H", "H", "H", "H", "H", "H", "H", "O", "H", "H", "O", "H", "H", "O", "H", "H", "Cl", "N", "C", "C", "C", "C", "C", "C", "C", "H", "H", "H", "H", "H"],
  "coordinates": [[2.56456, -1.71288, -0.45138], [5.08096, 5.12462, 2.48742], [3.86106, 4.36492, 2.90002], [3.97096, 3.15352, 3.57332], [2.85056, 2.46772, 4.00782], [2.99136, 1.19942, 4.79232], [1.57826, 3.00322, 3.75102], [1.44526, 4.21122, 3.06462], [0.09926, 4.82402, 2.82202], [2.59056, 4.87132, 2.64612], [0.41896, 2.29282, 4.33192], [0.03026, 2.59302, 5.63332], [-0.94114, 1.84312, 6.26802], [-1.50924, 0.76472, 5.61752], [-1.14524, 0.44802, 4.31252], [-0.21064, 1.24772, 3.66692], [0.27296, 0.87272, 1.74422], [2.26026, -0.08328, 1.50262], [-1.33054, -0.34828, 0.56722], [-0.52294, 0.84452, -1.21228], [1.27666, -0.27238, -1.94958], [0.22406, 2.56002, 0.14872], [-1.69924, 0.86622, -2.84868], [-1.14334, 1.37902, -4.01858], [-1.77114, 1.13092, -5.23458], [-2.93034, 0.37912, -5.27938], [-3.49104, -0.08958, -4.10758], [-2.89044, 0.14862, -2.86988], [-3.66854, -0.27628, -1.68028], [-3.85224, -1.62858, -1.37438], [-3.02834, -2.69448, -2.03258], [-4.82664, -1.98498, -0.45178], [-5.62744, -1.03408, 0.16302], [-6.76124, -1.41708, 1.06082], [-5.37684, 0.31092, -0.09008], [-4.41304, 0.70302, -1.00038], [-4.19104, 2.15642, -1.28728], [0.03566, 2.27202, -4.00698], [-0.13574, 3.59522, -3.58058], [-1.45544, 4.09112, -3.06928], [0.92226, 4.48452, -3.69128], [2.15056, 4.09402, -4.20618], [3.26926, 5.07522, -4.36828], [2.30366, 2.77282, -4.61508], [1.26296, 1.86032, -4.54518], [1.45046, 0.47712, -5.10188], [-1.69414, -0.77558, 3.69112], [-3.01194, -0.81918, 3.23542], [-3.89514, 0.39022, 3.24122], [-3.50874, -2.01298, 2.73102], [-2.72364, -3.14958, 2.65262], [-3.25374, -4.42558, 2.08152], [-1.41264, -3.08838, 3.10862], [-0.88944, -1.92518, 3.64962], [0.51216, -1.92228, 4.18512], [5.98016, 4.63922, 2.85842], [5.04556, 6.14382, 2.87142], [5.14256, 5.19062, 1.40192], [4.94986, 2.74232, 3.77652], [4.03226, 0.89442, 4.84202], [2.41206, 0.39672, 4.33912], [2.61636, 1.33062, 5.80682], [-0.69554, 4.08782, 2.92572], [0.05216, 5.25522, 1.82442], [-0.08534, 5.62462, 3.53872], [2.48306, 5.81062, 2.12412], [0.50966, 3.41332, 6.14442], [-1.24034, 2.08172, 7.27742], [-2.23694, 0.14532, 6.11752], [-1.34584, 1.54352, -6.13728], [-3.41154, 0.17442, -6.22438], [-4.41694, -0.64478, -4.13448], [-2.13534, -2.27858, -2.49288], [-3.59814, -3.20518, -2.80798], [-2.72594, -3.44448, -1.30528], [-4.98744, -3.03008, -0.23098], [-6.74674, -2.47758, 1.29952], [-7.70704, -1.19688, 0.56432], [-6.73294, -0.84098, 1.98462], [-5.98404, 1.05822, 0.40292], [-4.91024, 2.77482, -0.75738], [-4.28154, 2.35632, -2.35388], [-3.18744, 2.45582, -0.97728], [-2.28014, 3.51372, -3.48028], [-1.59734, 5.13652, -3.33838], [-1.48514, 4.01582, -1.97988], [0.76796, 5.51142, -3.39278], [2.94516, 6.08462, -4.12828], [3.63406, 5.06382, -5.39478], [4.10126, 4.81662, -3.71428], [3.25396, 2.45072, -5.01648], [2.49246, 0.17532, -5.00588], [1.19096, 0.45662, -6.16148], [0.81606, -0.24798, -4.59448], [-3.36914, 1.27632, 3.58312], [-4.75524, 0.23202, 3.88882], [-4.26774, 0.57252, 2.23482], [-4.52924, -2.04528, 2.39112], [-4.33214, -4.38598, 1.95602], [-3.00614, -5.26058, 2.73342], [-2.79794, -4.61068, 1.10912], [-0.80034, -3.97888, 3.06452], [0.87306, -2.94018, 4.31312], [0.57376, -1.40658, 5.14212], [1.18706, -1.41318, 3.49082], [0.53466, -2.93618, 0.31242], [-0.24224, -2.38268, 0.48642], [0.82046, -3.29918, 1.15702], [3.24996, -3.00388, 1.83812], [3.49676, -2.26128, 2.40082], [4.06796, -3.41368, 1.53892], [3.40706, -2.18508, -3.03398], [4.08646, -1.50198, -3.07288], [2.69296, -1.90618, -3.61388], [4.88876, -1.16218, -0.55268], [2.95286, -3.88148, -0.82998], [3.40846, -4.73798, -1.44958], [3.99076, -5.72078, -2.26558], [4.95676, -5.29578, -3.18728], [5.50516, -6.20678, -4.06788], [5.10306, -7.53518, -4.03388], [4.17006, -7.96368, -3.09878], [3.60876, -7.06468, -2.21118], [5.24976, -4.25718, -3.20358], [6.25086, -5.87858, -4.77718], [5.51896, -8.23848, -4.73958], [3.88056, -9.00318, -3.05218], [2.87936, -7.39418, -1.48628]]
}